1.
21
Properties=species:S:1:pos:R:3 method="wB97M-V/def2-TZVPD" e_tot_ev=-23845.3789 homo_ev="-8.9 / -7.2" gap_ev="8.721 / 5.502" e_lumo_ev="-0.21 / -1.68" fmax_ev_per_a=3.65 relative_energy_ev=6.289
C -2.52 -0.51 0.62
C 0.91 -1.79 0.34
C 1.12 -0.49 0.73
C 2.77 -0.67 -0.64
C 0.36 0.04 1.74
C -3.21 -0.50 -0.60
C -3.01 0.68 0.20
C 3.91 -0.32 -1.46
C -3.32 2.05 0.46
N 2.20 0.08 0.22
O -3.61 -0.88 -1.67
S 1.86 -2.21 -1.04
H 0.12 -2.55 0.68
H -0.60 -0.42 1.88
H 0.57 0.96 2.22
H 3.95 0.76 -1.74
H 4.78 -0.56 -0.91
H 3.89 -0.92 -2.43
H -2.33 2.63 0.58
H -4.00 2.21 1.33
H -3.84 2.41 -0.49

=====

2.
20
Properties=species:S:1:pos:R:3 method="wB97M-V/def2-TZVPD" e_tot_ev=-21801.7516 homo_ev=-8.1 gap_ev=7.551 e_lumo_ev=-0.58 fmax_ev_per_a=3.91 relative_energy_ev=2.207
C -3.00 -0.04 0.81
C -3.02 -1.26 0.07
C -1.84 0.63 1.03
C -1.90 -1.80 -0.46
C 0.63 0.63 0.57
C -0.62 0.12 0.49
C -0.63 -1.14 -0.28
C 1.67 -0.17 -0.07
C 2.45 0.37 -1.22
N 0.47 -1.58 -0.75
S 2.60 -1.17 1.12
H -3.93 0.33 1.20
H -3.97 -1.76 -0.06
H -1.81 1.55 1.58
H -1.91 -2.72 -1.03
H 0.87 1.55 1.09
H 1.79 0.56 -2.06
H 3.21 -0.34 -1.52
H 2.93 1.31 -0.94
H 3.23 -0.12 1.68

=====

3.
21
Properties=species:S:1:pos:R:3 method="wB97M-V/def2-TZVPD" e_tot_ev=-22861.6353 homo_ev=-8.8 gap_ev=8.852 e_lumo_ev=0.03 fmax_ev_per_a=4.17 relative_energy_ev=0.394 smiles="CO[P@@]1(=O)C=Cc2ccccc21"
C 3.31 0.07 0.30
C 2.68 1.28 0.47
C 2.48 -1.02 0.15
C 1.29 1.39 0.60
C 1.08 -0.93 0.12
C 0.52 0.27 0.42
C 0.27 -1.99 -0.34
C -1.10 -1.88 -0.27
C -3.42 1.31 -0.71
O -2.23 -0.36 1.87
O -2.45 0.26 -0.69
P -1.57 -0.33 0.55
H 4.33 -0.08 0.13
H 3.25 2.20 0.46
H 2.90 -1.99 -0.28
H 0.80 2.32 0.46
H 0.75 -2.88 -0.56
H -1.88 -2.65 -0.49
H -3.33 2.05 0.20
H -4.43 0.96 -0.73
H -3.26 1.98 -1.65

=====

4.
21
Properties=species:S:1:pos:R:3 method="wB97M-V/def2-TZVPD" e_tot_ev=-22857.5601 homo_ev=-6.7 gap_ev=7.001 e_lumo_ev=0.32 fmax_ev_per_a=4.67 relative_energy_ev=4.470 smiles="[PH3]=C(c1ccco1)c1ccco1"
C 3.36 0.84 0.11
C -3.12 1.26 0.20
C 2.55 -0.12 0.62
C -1.72 1.23 0.50
C 2.54 1.73 -0.49
C -3.38 -0.08 -0.26
C 1.28 0.05 0.10
C -1.23 0.03 0.24
C 0.07 -0.61 0.35
O 1.32 1.25 -0.50
O -2.23 -0.80 -0.22
P -0.15 -2.27 -0.27
H 4.43 0.95 0.26
H -3.62 2.18 0.21
H 3.07 -0.94 1.07
H -1.18 2.07 0.97
H 2.71 2.68 -0.81
H -4.17 -0.45 -0.92
H 1.15 -2.89 -0.39
H -0.87 -3.04 -1.45
H -0.82 -3.07 0.68

=====

5.
25
Properties=species:S:1:pos:R:3 method="wB97M-V/def2-TZVPD" e_tot_ev=-22787.7495 total_charge=+2 homo_ev=-15.9 gap_ev=6.420 e_lumo_ev=-9.45 fmax_ev_per_a=6.03 relative_energy_ev=0.047
O -3.19 2.55 -2.77
C -2.48 1.71 -2.41
Y -0.92 -0.02 -1.42
O -3.26 -1.79 0.59
C -2.54 -1.27 -0.14
C 0.10 -2.24 -1.02
O 0.67 -3.23 -0.90
C 1.13 -0.57 -2.61
O 2.02 -1.22 -3.03
C -1.52 -1.80 -2.98
O -1.73 -2.72 -3.64
H 0.88 0.56 -2.95
C 1.84 0.55 2.19
C 0.56 1.23 2.73
C -0.52 1.10 1.67
O 0.11 0.40 0.53
C 1.57 0.19 0.72
H 2.68 1.24 2.28
H 2.04 -0.35 2.78
H 0.77 2.29 2.92
H 0.21 0.79 3.66
H -1.39 0.50 1.97
H -0.89 2.08 1.34
H 2.07 0.87 0.02
H 1.79 -0.84 0.44

=====

6.
5
Properties=species:S:1:pos:R:3 method="wB97M-V/def2-TZVPD" e_tot_ev=-153999.2735 homo_ev="-8.9 / -8.9" gap_ev="7.659 / 7.638" e_lumo_ev="-1.22 / -1.23" fmax_ev_per_a=4.49 relative_energy_ev=4.999
C 1.43 -0.72 0.24
O -3.16 1.73 -0.85
S -3.03 0.57 -0.05
Br 2.48 -1.09 -1.18
Br 2.29 -0.48 1.84

=====

7.
6
Properties=species:S:1:pos:R:3 method="wB97M-V/def2-TZVPD" e_tot_ev=-173627.3489 homo_ev=-9.3 gap_ev=8.167 e_lumo_ev=-1.15 fmax_ev_per_a=0.86 relative_energy_ev=0.000
C -2.05 -0.29 0.25
S -2.48 -1.19 1.43
S 1.95 1.00 0.43
S -1.63 0.43 -1.06
Br 2.59 1.22 -1.69
Br 1.62 -1.18 0.63

=====

8.
7
Properties=species:S:1:pos:R:3 method="wB97M-V/def2-TZVPD" e_tot_ev=-91898.9722 homo_ev="-9.7 / -9.1" gap_ev="8.824 / 8.148" e_lumo_ev="-0.84 / -0.93" fmax_ev_per_a=6.93 relative_energy_ev=1.958
C 0.82 0.51 -0.14
N -1.23 -0.61 0.22
O -2.00 0.15 0.50
O -1.14 -1.80 0.07
F 0.61 0.52 -1.48
Cl 0.73 1.99 0.63
Br 2.21 -0.76 0.19

=====

9.
9
Properties=species:S:1:pos:R:3 method="wB97M-V/def2-TZVPD" e_tot_ev=-94763.2031 homo_ev="-11.4 / -11.4" gap_ev="8.250 / 8.250" e_lumo_ev="-3.17 / -3.17" fmax_ev_per_a=3.73 relative_energy_ev=1.545
C -0.02 0.23 -0.36
N -0.55 0.73 0.95
N 0.38 -1.24 -0.24
O 0.15 1.21 1.78
O 0.41 -1.66 0.88
O -1.74 0.56 0.92
O 0.55 -1.84 -1.27
Cl 2.03 1.24 -0.96
Br -1.20 0.77 -1.71

=====

10.
7
Properties=species:S:1:pos:R:3 method="wB97M-V/def2-TZVPD" e_tot_ev=-98475.4563 homo_ev=-10.3 gap_ev=8.079 e_lumo_ev=-2.25 fmax_ev_per_a=3.44 relative_energy_ev=1.668
C -1.35 0.39 -1.37
N -1.65 1.02 -2.27
O 0.52 0.94 1.85
O -1.08 -0.33 -0.38
P 0.70 -0.14 0.92
Cl 2.07 0.21 -0.41
Br 0.79 -2.10 1.66

=====

11.
7
Properties=species:S:1:pos:R:3 method="wB97M-V/def2-TZVPD" e_tot_ev=-98469.2254 homo_ev="-10.7 / -10.7" gap_ev="6.455 / 6.456" e_lumo_ev="-4.23 / -4.24" fmax_ev_per_a=3.26 relative_energy_ev=7.899
C -0.19 -1.43 0.84
N 0.14 -2.26 1.55
O 1.22 -0.33 -2.95
O -0.77 -0.52 0.09
P -0.01 0.93 -0.39
Cl 1.29 1.38 1.19
Br -1.69 2.22 -0.33

=====

12.
7
Properties=species:S:1:pos:R:3 method="wB97M-V/def2-TZVPD" e_tot_ev=-82095.2418 homo_ev=-11.0 gap_ev=9.904 e_lumo_ev=-1.13 fmax_ev_per_a=3.78 relative_energy_ev=0.808 smiles="O=[N+]([O-])C(F)(F)Br"
C -0.19 0.20 -0.68
N 0.02 -0.35 0.74
O -0.69 -1.22 1.10
O 0.93 0.22 1.23
F 0.63 -0.24 -1.60
F -0.07 1.47 -0.68
Br -2.33 -0.23 -1.29